ORCA calculation (the ωB97M-V functional and the def2-TZVPD basis) on a cluster of 3 separate species, C38H76F9N7O5P2S in total at a distorted geometry.

Element x y z (Å)
C  9.14161  -1.70380  5.08237
C  9.12398  -1.01692  3.61375
C  8.81885  -2.04768  2.42660
C  7.26539  -2.29480  2.12898
C  6.41368  -0.96851  1.83853
C  4.83359  -1.36644  1.86010
C  4.25728  -1.70588  0.40206
C  2.76911  -1.09682  0.14647
C  1.63606  -2.11273  0.65807
C  0.12410  -1.56076  0.47864
S  0.06327  -0.01592  -0.61206
C  -0.73244  -2.57757  -0.46175
O  -0.38784  -3.60778  -1.04530
O  -2.03535  -1.94535  -0.39027
C  -2.24968  -1.81798  1.06162
C  -3.54441  -1.00617  1.55560
C  -4.30738  -1.76264  2.77067
C  -5.86109  -1.29402  2.63522
C  -3.83359  -1.28642  4.22194
C  -0.81863  -1.53950  1.81223
C  -0.75934  -2.85735  2.76885
C  0.30088  -2.73662  3.96712
C  -0.22077  -3.74804  5.12505
N  -0.83419  -3.13057  6.33267
O  -0.16165  -4.98873  5.03095
C  -0.74827  -0.10121  2.55874
C  0.74570  0.40126  2.81087
C  0.89519  1.57838  3.87442
F  -0.00307  1.25328  4.95980
F  2.19282  1.49487  4.42911
C  0.46144  3.01763  3.36828
F  -0.85196  2.96222  2.79868
F  0.32603  3.89881  4.48554
C  1.39583  3.69587  2.27558
F  1.37537  3.08216  1.00757
F  0.87038  5.01419  2.07138
C  2.92446  3.90762  2.69164
F  3.51540  4.95475  1.93938
F  3.13214  4.20162  4.03999
F  3.67378  2.74727  2.34564
H  9.65916  -0.97315  5.78382
H  8.08544  -1.89760  5.47764
H  9.74481  -2.66377  4.98289
H  8.44529  -0.10032  3.61985
H  10.19045  -0.62104  3.45298
H  9.25538  -3.06496  2.75273
H  9.42027  -1.73755  1.49629
H  7.20544  -2.93068  1.16805
H  6.74304  -2.91009  2.94459
H  6.72373  -0.54876  0.81226
H  6.57677  -0.12820  2.58901
H  4.70247  -2.23074  2.60423
H  4.29926  -0.45317  2.32371
H  4.32374  -2.81669  0.12694
H  4.92898  -1.14177  -0.34863
H  2.76401  -0.08723  0.67543
H  2.72919  -0.90706  -0.98916
H  1.84834  -2.31674  1.76672
H  1.82049  -3.10157  0.11422
H  -0.11649  1.10260  0.18329
H  -2.56783  -2.90305  1.30202
H  -3.36525  0.09874  1.75559
H  -4.28931  -1.04872  0.67456
H  -4.27144  -2.88695  2.59668
H  -5.89798  -0.14378  2.72530
H  -6.49836  -1.68619  3.50139
H  -6.26312  -1.58167  1.60784
H  -2.84016  -1.72004  4.57228
H  -3.77187  -0.15518  4.32740
H  -4.62635  -1.67618  4.96495
H  -0.41077  -3.70641  2.09455
H  -1.77795  -3.06291  3.26484
H  1.34779  -3.10097  3.68975
H  0.33629  -1.70849  4.46562
H  -1.86579  -3.11420  6.22429
H  -0.48992  -2.16751  6.46010
H  -1.38690  -0.21158  3.49319
H  -1.28947  0.67425  1.90033
H  1.20656  0.77810  1.83258
H  1.45386  -0.43570  3.16716
O  -7.37073  -0.70549  -1.02638
P  -7.38648  -1.21314  -2.47928
N  -6.12112  -0.13333  -2.94234
C  -5.97584  0.63491  -4.16356
C  -4.81211  -0.42990  -2.35393
N  -8.91470  -0.48150  -2.82631
C  -9.16228  0.49566  -3.87229
C  -9.79248  -0.17778  -1.69527
N  -7.42025  -1.90254  -4.11554
C  -8.55688  -2.84399  -4.30292
C  -6.22226  -2.70903  -4.44583
H  -5.79977  0.02027  -5.05419
H  -5.13796  1.33479  -4.09469
H  -6.83015  1.27677  -4.35664
H  -4.35011  -1.31041  -2.81189
H  -4.89975  -0.62758  -1.28308
H  -4.11637  0.40705  -2.45235
H  -8.83157  1.49670  -3.57443
H  -10.23361  0.55846  -4.09474
H  -8.69892  0.21928  -4.82011
H  -9.47623  0.73422  -1.17380
H  -9.81039  -1.00650  -0.98497
H  -10.82810  -0.04362  -2.02485
H  -8.51031  -3.66912  -3.58404
H  -8.55092  -3.25899  -5.31523
H  -9.52612  -2.35905  -4.19306
H  -6.01903  -3.45653  -3.67315
H  -5.33183  -2.09388  -4.56937
H  -6.34578  -3.22304  -5.40280
O  3.80445  1.85626  -1.84471
P  3.08272  2.47923  -3.05268
N  4.48147  2.32597  -4.05391
C  5.00916  3.25487  -5.03458
C  4.85471  0.94818  -4.38857
N  3.05520  4.05992  -2.35072
C  3.64189  5.25299  -2.93620
C  3.17383  4.15319  -0.89562
N  2.15752  3.14166  -4.41619
C  0.81883  3.63627  -3.99619
C  1.86202  2.14714  -5.47334
H  4.36997  3.37655  -5.91697
H  5.98903  2.93303  -5.39894
H  5.20210  4.23804  -4.61609
H  4.17291  0.50684  -5.12330
H  4.83534  0.31037  -3.50061
H  5.86988  0.88368  -4.78772
H  4.72663  5.28342  -2.78585
H  3.22284  6.15437  -2.47451
H  3.41211  5.35375  -3.99765
H  4.21345  4.02602  -0.56795
H  2.55285  3.40238  -0.41058
H  2.81459  5.12066  -0.52908
H  0.22753  2.83668  -3.53644
H  0.26744  4.03235  -4.85420
H  0.87955  4.45885  -3.28455
H  1.41346  1.24109  -5.05462
H  2.75263  1.86149  -6.03176
H  1.17941  2.55924  -6.22135

**Multiplicity**: 1
**HOMO level**: -8.224 eV
**E**: -4232.31184 Eh
**Maximum force**: 8.8 eV/A
**SMILES**: CCCCCCCCC[C@@]1(S)C(=O)O[C@H](CC(C)C)[C@]1(CCC(N)=O)CCC(F)(F)C(F)(F)C(F)(F)C(F)(F)F.CN(C)P(=O)(N(C)C)N(C)C.CN(C)P(=O)(N(C)C)N(C)C
**LUMO level**: -0.875 eV
**ΔE to the lowest compared entry with this formula, charge and spin**: 252.6 kcal/mol

ORCA calculation (the ωB97M-V functional and the def2-TZVPD basis) on a structure of composition C38H76I2N5O15 at a distorted geometry.

Element x y z (Å)
C  1.91905  -3.24564  1.61255
O  1.37118  -2.77700  0.39863
C  -0.05441  -2.74763  0.47558
C  -0.54590  -2.44927  -0.94590
C  -1.98286  -1.80679  -1.00367
N  -2.50486  -1.41904  0.30342
C  -3.38971  -1.90538  1.19528
N  -4.15856  -2.99470  1.08157
C  -4.30596  -3.93230  -0.01500
I  -2.70202  -5.35747  -0.24757
C  -5.62220  -4.74825  0.25636
C  -6.87759  -3.82450  0.29831
I  -5.46516  -6.05071  1.97961
N  -3.47768  -1.15386  2.32299
C  -2.63754  -0.14713  2.07879
N  -2.05271  -0.28655  0.91027
C  -1.04263  0.70805  0.46726
N  0.10992  0.81548  1.38001
H  1.96920  -2.45815  2.39257
H  1.40806  -4.13282  2.02817
H  2.96403  -3.54505  1.42428
H  -0.29992  -1.96346  1.22036
H  -0.35948  -3.72436  0.88763
H  -0.48640  -3.32618  -1.60567
H  0.16939  -1.72807  -1.37547
H  -1.84066  -0.87480  -1.57722
H  -2.64421  -2.42449  -1.61583
H  -4.73467  -3.18923  1.89656
H  -4.52947  -3.36143  -0.93200
H  -5.75427  -5.41714  -0.60638
H  -7.64510  -4.16776  1.00056
H  -6.57959  -2.77770  0.48288
H  -7.32791  -3.82107  -0.71123
H  -2.47047  0.67408  2.77054
H  -1.50828  1.70376  0.39557
H  -0.62276  0.48481  -0.52434
H  -0.13087  1.51922  2.07631
H  0.23842  -0.04564  1.90785
O  0.12494  -1.35117  -3.75003
C  -0.54278  -0.74076  -4.55102
O  -1.57717  -1.34807  -5.15054
C  -2.52632  -0.67004  -5.99066
C  -2.01746  -0.53404  -7.40871
C  -0.17392  0.66561  -4.94310
H  -2.81223  0.28956  -5.55638
H  -3.42212  -1.29124  -5.98615
H  -1.10891  0.06626  -7.45523
H  -2.77116  -0.06513  -8.04212
H  -1.77220  -1.51501  -7.81980
H  0.62786  0.63281  -5.67923
H  0.17851  1.18487  -4.05296
H  -0.99867  1.25350  -5.33723
O  3.86072  -3.84023  4.64651
C  2.94394  -4.02038  5.40802
O  1.68877  -3.84880  4.97087
C  0.51612  -4.18704  5.72151
C  0.14108  -3.08057  6.68632
C  3.18479  -4.34159  6.86074
H  0.63578  -5.15239  6.21554
H  -0.28089  -4.31106  4.98798
H  0.92181  -2.90865  7.42723
H  -0.78284  -3.32767  7.21121
H  0.00007  -2.14107  6.14912
H  3.40747  -3.41824  7.39608
H  4.04136  -5.00991  6.92608
H  2.35559  -4.84997  7.34705
O  1.21651  1.57068  4.43840
C  2.35702  1.17088  4.43828
O  2.62485  -0.05000  4.91694
C  3.90826  -0.69836  4.81539
C  4.84190  -0.26250  5.92585
C  3.49212  2.05441  3.98710
H  4.33806  -0.55151  3.82320
H  3.70899  -1.76135  4.90865
H  5.05467  0.80638  5.88122
H  5.78637  -0.80411  5.86422
H  4.38888  -0.45531  6.90006
H  3.76290  2.72676  4.80096
H  3.15301  2.64098  3.13470
H  4.37446  1.51045  3.65915
O  0.37002  3.72445  -5.55651
C  0.37112  4.42986  -4.58437
O  1.43388  4.41523  -3.75851
C  1.61754  5.31910  -2.66329
C  0.87616  4.83919  -1.43192
C  -0.83408  5.26388  -4.22328
H  1.34776  6.33808  -2.94346
H  2.68750  5.32850  -2.45601
H  -0.20101  4.79647  -1.60093
H  1.06645  5.50273  -0.58736
H  1.19800  3.83041  -1.16569
H  -1.56757  4.63070  -3.72437
H  -1.26527  5.65725  -5.14188
H  -0.60910  6.12141  -3.59329
O  -4.17354  1.21570  -9.52949
C  -4.64351  0.38543  -10.26356
O  -4.14423  0.23874  -11.50034
C  -4.51433  -0.81660  -12.39630
C  -5.78637  -0.48384  -13.14850
C  -5.83969  -0.43631  -9.84731
H  -4.57613  -1.77006  -11.86877
H  -3.69078  -0.90741  -13.10347
H  -6.63504  -0.36399  -12.47448
H  -6.02443  -1.27134  -13.86473
H  -5.67191  0.45759  -13.68701
H  -6.74326  0.15498  -9.99154
H  -5.73612  -0.68204  -8.79160
H  -5.93711  -1.38042  -10.37818
O  3.41214  2.28935  11.02416
C  2.71549  2.81511  10.20103
O  1.71533  2.11274  9.63111
C  0.72993  2.68071  8.76336
C  1.23463  2.76727  7.33789
C  2.99022  4.22328  9.73039
H  0.38227  3.64233  9.14516
H  -0.12496  2.00580  8.80213
H  2.10566  3.41985  7.25739
H  0.45648  3.14944  6.67663
H  1.54022  1.78272  6.98518
H  3.78980  4.20037  8.99054
H  3.31054  4.81348  10.58676
H  2.12365  4.72935  9.31045
O  6.85823  3.58002  -0.19601
C  6.11231  2.79952  -0.71828
O  4.90982  3.22382  -1.16019
C  4.01298  2.42300  -1.93499
C  3.17029  1.52918  -1.04542
C  6.45861  1.33310  -0.81584
H  4.54901  1.86321  -2.70268
H  3.36316  3.12190  -2.46038
H  3.78331  0.82313  -0.48472
H  2.45187  0.96277  -1.64182
H  2.62501  2.12759  -0.31288
H  6.23985  0.85263  0.13741
H  7.52295  1.24660  -1.02542
H  5.94070  0.80525  -1.61366

**Multiplicity**: 1
**HOMO level**: -11.433 eV
**E**: -3491.04032 Eh
**Charge**: +1
**Maximum force**: 2.4 eV/A
**LUMO level**: -2.630 eV

ORCA calculation (the ωB97M-V functional and the def2-TZVPD basis) on a cluster of 4 separate species, C38H76N5O14P3 in total at a distorted geometry.

Element x y z (Å)
C  -4.44853  -0.54706  -4.30090
C  -3.33620  -0.61571  -3.24928
O  -2.18821  -0.76899  -3.58004
O  -3.62398  -0.53153  -1.86084
C  -3.61276  0.80922  -1.45021
O  -4.25576  1.61786  -2.07245
C  -2.81104  1.14020  -0.21354
C  -1.31265  1.48931  -0.45647
P  -0.42448  -0.13317  -0.86582
N  0.40930  -0.62825  0.39447
C  -0.76180  1.74228  0.99485
O  -1.26284  1.42312  2.03734
N  0.43987  2.43283  0.76320
C  0.37309  3.21569  -0.46971
C  1.69978  3.55613  -1.16506
O  2.15699  2.71293  -2.21822
C  2.84489  1.59342  -1.82639
C  3.24482  1.30221  -0.55111
C  3.94513  0.17908  -0.20438
C  4.37939  -0.07987  1.21257
C  4.25892  -0.71398  -1.18073
C  3.88935  -0.42701  -2.47264
C  3.21028  0.69463  -2.83150
C  2.92190  0.88094  -4.30692
C  3.54333  2.20424  -4.86896
C  1.42964  0.79915  -4.70523
C  -0.93181  2.76127  -1.24245
C  -1.99298  3.83953  -0.81478
P  -0.98072  2.76378  -3.10487
P  -2.30717  4.30860  -3.86664
O  -3.74476  4.14187  -3.61719
O  -2.04690  4.22419  -5.45269
O  -1.81832  5.78742  -3.43899
H  -4.74879  -1.54637  -4.61955
H  -5.34487  -0.06539  -3.91458
H  -4.06354  0.02673  -5.13925
H  -2.81106  0.24797  0.42195
H  -3.35860  1.89950  0.33832
H  0.47351  0.02808  -1.93960
H  -1.42348  -1.08508  -1.12510
H  1.38282  -0.68765  0.10387
H  1.29267  1.91863  0.92687
H  0.06877  4.19921  -0.09171
H  2.45102  3.71387  -0.38743
H  1.56086  4.54112  -1.61263
H  3.02045  1.98677  0.25856
H  4.67079  -1.12476  1.32179
H  5.28572  0.50599  1.40860
H  3.64187  0.22845  1.95417
H  4.81308  -1.61337  -0.95584
H  4.15793  -1.13967  -3.24472
H  3.42271  0.07722  -4.84596
H  3.89222  2.81682  -4.03945
H  2.85945  2.73426  -5.52755
H  4.42059  1.94917  -5.46980
H  1.05168  1.75968  -5.04937
H  0.76909  0.45169  -3.91394
H  1.30242  0.12174  -5.55470
H  -1.67718  4.84244  -1.10272
H  -2.97178  3.59696  -1.23127
H  -2.12256  3.86188  0.27480
H  -1.63135  1.56353  -3.45977
H  -2.39972  5.01490  -5.87849
H  -2.60471  6.17771  -3.02898
C  4.09744  -6.84255  4.53670
O  5.27996  -6.99427  3.77582
C  5.17136  -7.88134  2.66941
C  5.05741  -7.14473  1.34553
N  3.77161  -6.47626  1.19165
C  3.71095  -5.44874  0.14886
C  4.75974  -4.33597  0.10955
O  4.64662  -3.35580  1.12727
C  5.08240  -3.76990  2.40976
H  4.37622  -6.40607  5.49505
H  3.38656  -6.16046  4.05933
H  3.60901  -7.80367  4.71794
H  4.34999  -8.59127  2.80670
H  6.10152  -8.45479  2.64956
H  5.18132  -7.86560  0.53052
H  5.89813  -6.44287  1.30011
H  3.50788  -6.05149  2.06851
H  2.73247  -4.97173  0.24063
H  3.72287  -5.96036  -0.81988
H  4.59575  -3.79479  -0.82522
H  5.78464  -4.72188  0.05679
H  5.98217  -4.38632  2.36084
H  4.28168  -4.29285  2.93536
H  5.31109  -2.87338  2.98784
C  3.36611  7.88968  5.56881
O  3.35405  6.73045  6.37729
C  2.05955  6.22078  6.67580
C  1.71515  4.99263  5.85062
N  1.48316  5.31302  4.44789
C  1.52326  4.17537  3.52238
C  2.71933  3.22284  3.53546
O  3.92198  3.74336  2.99524
C  4.61008  4.66291  3.82174
H  4.35003  8.34765  5.66411
H  3.21460  7.65359  4.51036
H  2.61056  8.61223  5.88900
H  1.29405  6.99706  6.58043
H  2.08976  5.91618  7.72487
H  0.81007  4.53491  6.26305
H  2.53813  4.28098  5.98286
H  2.16510  5.99227  4.14329
H  1.44998  4.59227  2.51500
H  0.61607  3.58417  3.68381
H  2.45487  2.38924  2.87993
H  2.89677  2.78105  4.52273
H  4.58359  4.37104  4.87365
H  4.21073  5.67089  3.69024
H  5.65106  4.68532  3.49826
C  -8.45499  -6.05411  -2.40895
O  -7.38468  -5.65909  -1.57380
C  -6.34587  -4.94358  -2.22928
C  -6.40208  -3.45118  -1.94805
N  -7.53177  -2.80604  -2.60287
C  -7.89264  -1.48572  -2.06794
C  -8.11609  -1.32136  -0.56301
O  -9.30482  -1.89618  -0.05449
C  -9.29244  -3.30473  0.07467
H  -9.01200  -6.83022  -1.88547
H  -9.14740  -5.22960  -2.60697
H  -8.09618  -6.46001  -3.35865
H  -6.33493  -5.15118  -3.30399
H  -5.40962  -5.32258  -1.81188
H  -5.48186  -2.97262  -2.30051
H  -6.44210  -3.33744  -0.85928
H  -8.34692  -3.39794  -2.54070
H  -8.81320  -1.18840  -2.57531
H  -7.11804  -0.77545  -2.37814
H  -8.22390  -0.24879  -0.38423
H  -7.24899  -1.63790  0.02871
H  -8.32997  -3.67821  0.43080
H  -9.56569  -3.77930  -0.87005
H  -10.05643  -3.57751  0.80297

**Multiplicity**: 1
**HOMO level**: -8.350 eV
**E**: -3844.56556 Eh
**Maximum force**: 2.4 eV/A
**SMILES**: CC(=O)OC(=O)C[C@]1([PH2]=N)C(=O)N[C@@H](COc2cc(C)ccc2C(C)C)[C@@]1(C)PP(=O)(O)O.COCCNCCOC.COCCNCCOC.COCCNCCOC
**LUMO level**: 0.401 eV
**ΔE to the lowest compared entry with this formula, charge and spin**: 24.2 kcal/mol